(1)
{
  "formula": "C3H4ClFO2S",
  "method": "ωB97M-V with the def2-TZVPD basis set",
  "charge": 0,
  "de_lowest_kj_mol": 239.7,
  "lumo_ev": -1.691,
  "gap_ev": 7.331,
  "species": ["C", "C", "C", "H", "H", "H", "H", "O", "O", "F", "S", "Cl"],
  "xyz": [[0.3290, -1.1247, 0.8263], [-0.1638, 1.0604, -0.0530], [-1.4713, 1.9278, -0.2789], [1.0574, -0.5991, 1.4214], [1.1309, -1.4712, 0.1307], [-0.1999, -1.8886, 1.5724], [-2.3479, 1.5053, 0.2671], [-0.5794, -0.1622, 0.3573], [0.8967, 1.4691, -0.2766], [0.7264, -1.6641, -1.7998], [-1.4897, 3.3552, -0.9570], [2.1114, -2.4078, -1.2100]],
  "nbo_charge": [-0.29, 0.75, -0.42, 0.18, 0.19, 0.21, 0.21, -0.52, -0.53, -0.34, 0.18, 0.38]
}

***

(2)
{
  "formula": "C3H4ClFS",
  "method": "ωB97M-V with the def2-TZVPD basis set",
  "charge": 0,
  "de_lowest_kj_mol": 77.4,
  "lumo_ev": -1.065,
  "gap_ev": 8.433,
  "species": ["C", "C", "C", "H", "H", "H", "H", "F", "S", "Cl"],
  "xyz": [[-0.3407, 1.1102, -0.6007], [-0.6569, -0.2650, -0.0980], [0.5286, -0.9979, 0.6091], [0.2309, 1.1494, -1.4797], [-1.2422, 1.8314, -0.7327], [0.8427, -0.5582, 1.6437], [0.1657, -2.0185, 0.7918], [0.5094, 1.8217, 0.3630], [-2.0908, -1.0283, -0.1429], [2.0531, -1.0448, -0.3536]],
  "nbo_charge": [-0.03, -0.13, -0.45, 0.21, 0.21, 0.26, 0.24, -0.38, 0.13, -0.05]
}

***

(3)
{
  "formula": "C3H4ClI",
  "method": "ωB97M-V with the def2-TZVPD basis set",
  "charge": 0,
  "de_lowest_kj_mol": 291.9,
  "lumo_ev": 0.104,
  "gap_ev": 9.575,
  "species": ["C", "C", "C", "Cl", "I", "H", "H", "H", "H"],
  "xyz": [[2.2349, 1.4815, 0.3884], [3.0931, 0.7151, -0.0254], [-0.8281, -0.5147, -0.0181], [0.9058, 2.4226, -0.0035], [4.7658, -0.4162, -0.0914], [-0.8321, -0.3976, 1.3662], [-0.2815, 0.2415, -0.5430], [-1.8411, -0.2824, -0.2859], [-0.5970, -1.4679, -0.4182]],
  "nbo_charge": [-0.13, -0.27, -0.82, 0.10, 0.30, 0.19, 0.21, 0.21, 0.21]
}

***

(4)
{
  "formula": "C3H4ClIO",
  "method": "ωB97M-V with the def2-TZVPD basis set",
  "charge": 0,
  "lumo_ev": [0.437, -4.159],
  "gap_ev": [7.046, 5.989],
  "spin_multiplicity": 3,
  "species": ["C", "C", "C", "O", "Cl", "I", "H", "H", "H", "H"],
  "xyz": [[-0.3318, 0.8051, 0.9805], [0.3106, -0.1941, -1.2455], [-0.0968, -0.3531, 0.1346], [0.0229, 1.9562, 0.9619], [-1.4210, 0.4027, 2.4816], [1.5362, -1.3440, 1.2317], [1.3231, 0.1683, -1.3062], [0.0892, -1.0131, -1.7749], [-0.3893, 0.5343, -1.6572], [-1.0431, -0.9624, 0.1934]],
  "mulliken_spin": [0.09, 0.01, 0.35, 0.12, 0.02, 1.42, 0.00, 0.00, 0.01, -0.02]
}

***

(5)
{
  "formula": "C3H4ClN",
  "method": "ωB97M-V with the def2-TZVPD basis set",
  "charge": 0,
  "de_lowest_kj_mol": 336.1,
  "lumo_ev": 0.572,
  "gap_ev": 10.120,
  "species": ["C", "C", "C", "N", "Cl", "H", "H", "H", "H"],
  "xyz": [[-2.0325, -0.0147, -0.0848], [-0.8385, -0.2570, 0.0243], [0.5630, -0.4871, 0.1495], [1.2055, 0.9633, 0.7706], [2.9431, 0.8192, 0.9577], [-3.0428, 0.2155, 0.0615], [0.9554, -0.6801, -0.9621], [0.8694, -1.1299, 0.9970], [0.8540, 1.6285, 0.1105]],
  "nbo_charge": [-0.20, -0.05, -0.32, -0.60, 0.08, 0.24, 0.24, 0.25, 0.36]
}

***

(6)
{
  "formula": "C3H4ClN2O5P",
  "method": "ωB97M-V with the def2-TZVPD basis set",
  "charge": -2,
  "de_lowest_kj_mol": 16.0,
  "lumo_ev": 6.027,
  "gap_ev": 7.509,
  "species": ["C", "C", "C", "N", "N", "O", "O", "O", "O", "O", "P", "Cl", "H", "H", "H", "H"],
  "xyz": [[1.1528, 0.2137, -1.0129], [1.0218, 1.2457, 1.0273], [0.0651, -0.1830, -2.3258], [2.1354, 0.5236, 1.4741], [0.4665, 0.9480, -0.1804], [-1.9906, -0.3176, -0.6173], [-2.3332, -1.6543, -2.6239], [2.2797, -0.2198, -1.1347], [0.5306, 2.1537, 1.7439], [-0.5790, -2.4642, -0.8718], [-1.2477, -1.3378, -1.6246], [1.0820, -1.2952, -3.2483], [-0.1319, 0.6710, -3.1017], [2.7107, -0.0236, 0.8095], [2.8228, 0.9221, 2.1348], [-1.1283, -0.0525, -0.0258]],
  "nbo_charge": [0.70, 0.77, -0.70, -0.89, -0.75, -1.05, -1.21, -0.70, -0.72, -1.18, 2.34, -0.11, 0.23, 0.41, 0.36, 0.50]
}

***

(7)
{
  "formula": "C3H4ClN3S",
  "method": "ωB97M-V with the def2-TZVPD basis set",
  "charge": 0,
  "de_lowest_kj_mol": 49.7,
  "lumo_ev": 0.450,
  "gap_ev": 8.600,
  "species": ["C", "C", "C", "H", "H", "H", "H", "N", "N", "N", "S", "Cl"],
  "xyz": [[-0.6846, -0.3081, 0.2689], [-0.3661, 1.8036, 0.2350], [0.7161, 1.2721, -0.3751], [-2.1020, -1.5366, 0.8564], [-1.0295, -2.2806, -0.1883], [-0.5517, 2.8513, 0.4248], [2.2636, -1.5975, 0.0770], [-1.1554, -1.5765, 0.5504], [-1.2326, 0.8112, 0.6359], [0.5295, -0.1135, -0.3603], [1.5215, -1.3141, -1.0342], [2.0912, 1.9888, -1.0906]],
  "nbo_charge": [0.52, -0.09, 0.02, 0.40, 0.39, 0.22, 0.12, -0.81, -0.50, -0.54, 0.23, 0.05]
}

***

(8)
{
  "formula": "C3H4ClNO",
  "method": "ωB97M-V with the def2-TZVPD basis set",
  "charge": 0,
  "de_lowest_kj_mol": 336.5,
  "lumo_ev": -1.494,
  "gap_ev": 9.824,
  "species": ["C", "C", "C", "N", "O", "Cl", "H", "H", "H", "H"],
  "xyz": [[-0.1963, 0.3456, 2.1539], [0.6781, 0.2320, -0.9244], [-0.6733, -0.2357, -0.4161], [0.4645, 0.3514, 3.0712], [-1.1752, 0.3621, 0.6622], [-0.6389, -2.0614, -0.2337], [1.4729, -0.1172, -0.2712], [0.8406, -0.1529, -1.9267], [0.6889, 1.3210, -0.9503], [-1.4611, -0.0449, -1.1650]],
  "nbo_charge": [0.48, -0.65, 0.13, -0.37, -0.42, -0.11, 0.23, 0.24, 0.23, 0.24]
}

***

(9)
{
  "formula": "C3H4ClNO",
  "method": "ωB97M-V with the def2-TZVPD basis set",
  "charge": 0,
  "de_lowest_kj_mol": 144.0,
  "lumo_ev": 0.875,
  "gap_ev": 10.921,
  "species": ["C", "C", "C", "N", "O", "Cl", "H", "H", "H", "H"],
  "xyz": [[2.4362, 0.0963, 0.1408], [0.3460, 0.7731, -0.0611], [0.2749, -0.7925, -0.0200], [1.7141, 1.0861, 0.3139], [1.6461, -1.2137, -0.1196], [4.1237, -0.0331, -0.0241], [0.2333, 1.1561, -0.9764], [-0.2793, 1.1037, 0.7453], [-0.0723, -1.3096, 0.8319], [-0.1637, -1.1562, -0.9566]],
  "nbo_charge": [0.47, -0.25, -0.10, -0.45, -0.54, 0.08, 0.20, 0.21, 0.19, 0.19]
}

***

(10)
{
  "formula": "C3H4ClNO2",
  "method": "ωB97M-V with the def2-TZVPD basis set",
  "charge": 0,
  "de_lowest_kj_mol": 316.9,
  "lumo_ev": 0.412,
  "gap_ev": 9.010,
  "species": ["C", "C", "C", "N", "O", "O", "Cl", "H", "H", "H", "H"],
  "xyz": [[1.1234, -0.2236, -0.4604], [0.7549, 0.9087, 0.1499], [-1.2501, -0.5661, 0.6029], [1.5067, -1.3231, -0.8714], [0.1823, 2.0468, -0.3377], [-0.9400, -1.6747, 0.2095], [-2.3915, 0.4388, -0.1793], [1.3065, 1.1117, 1.0260], [-0.8714, -0.2243, 1.4967], [-0.5193, 1.6917, -0.9989], [1.0984, -2.1860, -0.6373]],
  "nbo_charge": [0.37, -0.13, 0.33, -0.58, -0.66, -0.56, -0.02, 0.21, 0.16, 0.48, 0.40]
}

***

(11)
{
  "formula": "C3H4ClNOS2",
  "method": "ωB97M-V with the def2-TZVPD basis set",
  "charge": 0,
  "de_lowest_kj_mol": 81.0,
  "lumo_ev": -0.927,
  "gap_ev": 8.156,
  "species": ["C", "C", "C", "H", "H", "H", "H", "N", "O", "S", "S", "Cl"],
  "xyz": [[-0.3715, 0.1577, -0.0230], [0.4821, 0.6380, 1.1134], [-0.9628, -1.2643, -0.0207], [-0.7760, 2.5832, -2.4127], [0.1884, 0.0960, 2.0347], [0.3377, 1.7234, 1.2686], [-1.4700, -0.7678, -1.7175], [-0.6339, 0.7916, -1.1198], [-1.5863, -1.5601, -1.1285], [-0.0033, 2.3794, -1.3266], [-0.8575, -2.3077, 1.2259], [2.2196, 0.2924, 0.7581]],
  "nbo_charge": [0.16, -0.45, 0.19, 0.13, 0.27, 0.24, 0.51, -0.56, -0.63, 0.22, -0.04, -0.03]
}

***

(12)
{
  "formula": "C3H4ClPS3",
  "method": "ωB97M-V with the def2-TZVPD basis set",
  "charge": 0,
  "de_lowest_kj_mol": 60.0,
  "lumo_ev": -0.935,
  "gap_ev": 7.371,
  "species": ["C", "C", "C", "P", "S", "S", "S", "Cl", "H", "H", "H", "H"],
  "xyz": [[1.1754, 0.9847, 0.2494], [0.9432, -0.1050, -0.7545], [-0.4863, -0.5603, -0.9771], [-2.1149, 0.0569, 1.2874], [2.6297, 1.7394, 0.3115], [0.0268, 1.5390, 1.3910], [-1.1005, -1.5582, 0.4392], [-2.2810, -0.4743, 3.1739], [1.3525, 0.2462, -1.7064], [1.5562, -0.9619, -0.4581], [-1.1547, 0.2953, -1.1025], [-0.5461, -1.2017, -1.8539]],
  "nbo_charge": [-0.30, -0.52, -0.51, 0.61, -0.01, 0.04, -0.06, -0.23, 0.25, 0.25, 0.23, 0.24]
}

***

(13)
{
  "formula": "C3H4CrO",
  "method": "ωB97M-V with the def2-TZVPD basis set",
  "charge": 2,
  "de_lowest_kj_mol": 0.0,
  "lumo_ev": [-13.005, -11.197],
  "gap_ev": [6.305, 8.515],
  "spin_multiplicity": 5,
  "species": ["C", "C", "C", "O", "Cr", "H", "H", "H", "H"],
  "xyz": [[0.9933, -1.0242, -1.3040], [1.3021, -1.7023, 0.0312], [0.5400, -0.4749, 0.0526], [-0.3388, 0.1434, 0.6268], [-1.2905, 1.8259, 0.3585], [0.2529, -1.4801, -1.9662], [1.7783, -0.4383, -1.7890], [0.7995, -2.6382, 0.2883], [2.0964, -1.2595, 0.7642]],
  "mulliken_spin": [-0.06, -0.06, 0.01, -0.15, 4.27, 0.00, 0.00, 0.00, 0.00]
}

***

(14)
{
  "formula": "C3H4CsO3",
  "method": "ωB97M-V with the def2-TZVPD basis set",
  "charge": -1,
  "de_lowest_kj_mol": 208.3,
  "lumo_ev": 2.152,
  "gap_ev": 5.257,
  "species": ["H", "Cs", "O", "C", "C", "O", "O", "C", "H", "H", "H"],
  "xyz": [[0.1251, -0.9815, 3.3839], [-0.9923, 1.0940, 1.5230], [-3.7887, 4.1993, -2.5761], [-3.2277, 5.0531, -1.7023], [-3.3522, 2.8496, -2.2352], [-3.4455, 6.2503, -1.7441], [-2.3250, 4.4677, -0.9534], [-2.0592, 3.0128, -1.5401], [-2.9071, 2.2049, -3.0801], [-4.1954, 2.3866, -1.7007], [-1.2126, 3.2425, -2.2094]],
  "nbo_charge": [-0.86, 0.83, -0.54, 0.96, -0.18, -0.68, -0.57, -0.43, 0.19, 0.15, 0.13]
}

***

(15)
{
  "formula": "C3H4CsO5",
  "method": "ωB97M-V with the def2-TZVPD basis set",
  "charge": 0,
  "de_lowest_kj_mol": 123.5,
  "lumo_ev": [-1.096, -1.539],
  "gap_ev": [5.660, 5.217],
  "spin_multiplicity": 2,
  "species": ["C", "C", "O", "O", "H", "H", "H", "O", "C", "O", "O", "Cs", "H"],
  "xyz": [[-2.5410, 1.9842, 0.9943], [-2.8947, 0.6969, 0.5232], [-2.1990, -0.3313, 0.7144], [-2.9892, 3.0607, 0.4087], [-1.8070, 2.1208, 1.7941], [-3.8016, 0.6425, -0.1073], [-2.3800, 3.3164, -0.3922], [2.1205, 4.2302, -2.4314], [1.0587, 3.4422, -2.7047], [1.2077, 2.2076, -2.5477], [0.0050, 4.0560, -2.9706], [-0.1201, -1.4262, -1.8981], [2.6311, 4.3500, -3.2411]],
  "mulliken_spin": [0.55, 0.05, 0.29, 0.04, 0.02, 0.00, 0.04, 0.00, 0.00, 0.00, 0.00, 0.00, 0.00]
}

***

(16)
{
  "formula": "C3H4EuO2",
  "method": "ωB97M-V with the def2-TZVPD basis set",
  "charge": 2,
  "de_lowest_kj_mol": 91.3,
  "lumo_ev": [-9.887, -9.651],
  "gap_ev": [6.378, 6.625],
  "spin_multiplicity": 8,
  "species": ["C", "C", "H", "H", "C", "O", "Eu", "H", "O", "H"],
  "xyz": [[0.1085, 1.0589, -0.5658], [0.4013, -0.0681, -1.3624], [1.4376, -0.3912, -1.4965], [-0.3941, -0.2737, -2.0924], [-0.6182, -0.3536, 0.1970], [-0.3280, -0.7740, 1.3225], [-1.1540, -2.1578, 3.2728], [-1.6544, -0.4412, -0.1697], [1.1437, 1.6826, -0.0345], [1.0576, 1.7180, 0.9290]],
  "mulliken_spin": [0.00, 0.00, 0.00, 0.00, 0.00, 0.00, 7.01, 0.00, 0.00, 0.00]
}

***

(17)
{
  "formula": "C3H4F2IN",
  "method": "ωB97M-V with the def2-TZVPD basis set",
  "charge": 0,
  "de_lowest_kj_mol": 178.6,
  "lumo_ev": -0.148,
  "gap_ev": 9.922,
  "species": ["C", "C", "C", "N", "F", "F", "I", "H", "H", "H", "H"],
  "xyz": [[0.3351, 0.1326, 0.3502], [0.8095, -1.1074, -0.3015], [-1.1108, 0.6546, -0.0771], [1.0297, 0.7964, 1.0927], [-1.0259, 1.0934, -1.7271], [-1.3060, 1.8143, 0.4850], [-2.6482, -0.8028, -0.1688], [0.1020, -1.8109, -0.3327], [1.4180, -0.9590, -1.2442], [1.6173, -1.5460, 0.3883], [0.7795, 1.7348, 1.5351]],
  "nbo_charge": [0.23, -0.68, 0.51, -0.58, -0.47, -0.30, 0.19, 0.22, 0.26, 0.24, 0.38]
}

***

(18)
{
  "formula": "C3H4F2O",
  "method": "ωB97M-V with the def2-TZVPD basis set",
  "charge": 0,
  "de_lowest_kj_mol": 350.7,
  "lumo_ev": [-0.029, -0.029],
  "gap_ev": [10.693, 10.694],
  "species": ["C", "C", "C", "O", "F", "F", "H", "H", "H", "H"],
  "xyz": [[-0.6806, -1.2691, 0.3924], [-1.2592, -0.2197, -0.0485], [1.0343, 0.8679, -0.3154], [-0.0585, 1.0254, -1.0313], [-2.4134, 0.4030, 0.0065], [1.0113, 1.6108, 0.8859], [-1.1578, -2.0438, 1.0375], [0.3150, -1.4954, 0.1390], [1.8508, 1.2600, -0.9946], [1.3581, -0.1390, -0.0716]],
  "nbo_charge": [-0.59, 0.70, 0.32, -0.54, -0.27, -0.39, 0.26, 0.25, 0.15, 0.12]
}

***

(19)
{
  "formula": "C3H4F2S",
  "method": "ωB97M-V with the def2-TZVPD basis set",
  "charge": 0,
  "de_lowest_kj_mol": 78.5,
  "lumo_ev": -0.988,
  "gap_ev": 8.417,
  "species": ["C", "C", "C", "H", "H", "H", "H", "F", "F", "S"],
  "xyz": [[-1.1620, -0.4828, 0.0597], [0.3563, -0.6048, 0.1936], [1.0884, 0.6356, -0.2439], [-1.3845, 0.4627, 0.6759], [-1.4947, -0.1278, -1.0473], [-1.6869, -1.3069, 0.4633], [2.1296, 0.5531, -0.2055], [0.5049, 1.6337, 0.6151], [0.5354, 1.1191, -1.4614], [1.1136, -1.8819, 0.9505]],
  "nbo_charge": [-0.70, -0.10, 0.49, 0.26, 0.26, 0.24, 0.18, -0.36, -0.35, 0.08]
}

***

(20)
{
  "formula": "C3H4FN",
  "method": "ωB97M-V with the def2-TZVPD basis set",
  "charge": 0,
  "de_lowest_kj_mol": 578.2,
  "lumo_ev": [-0.828, -4.485],
  "gap_ev": [11.816, 4.737],
  "species": ["C", "C", "C", "N", "F", "H", "H", "H", "H"],
  "xyz": [[2.6694, -1.1961, 0.8767], [-0.0705, 0.5134, -0.3185], [-1.4488, 0.3526, -0.0795], [3.6606, -0.8085, 0.4787], [-2.1319, 0.0102, -1.2791], [0.3323, -0.1793, -1.0190], [0.4914, 0.7036, 0.4851], [-1.7928, 1.2767, 0.4705], [-1.7097, -0.6726, 0.3851]],
  "nbo_charge": [0.37, -0.25, -0.06, -0.44, -0.38, 0.18, 0.17, 0.19, 0.21]
}